# 1
{"formula": "C28H22BrN5O4Pt", "method": "the ωB97M-V functional and the def2-TZVPD basis", "charge": 2, "spin_multiplicity": 5, "lumo_ha": [-0.2506, -0.3149], "gap_ev": [6.30, 4.54], "elements": ["Pt", "O", "C", "C", "C", "C", "C", "C", "C", "O", "N", "N", "C", "C", "Br", "C", "C", "C", "C", "C", "C", "C", "H", "H", "H", "H", "H", "H", "H", "H", "H", "H", "H", "H", "H", "H", "O", "C", "N", "C", "O", "C", "C", "C", "C", "C", "N", "C", "C", "C", "C", "C", "N", "H", "H", "H", "H", "H", "H", "H", "H"], "xyz": [[-1.0072, -0.5142, 0.0015], [0.5925, -3.7307, 0.2188], [1.7092, -3.5361, 0.9892], [2.8145, -4.3390, 0.7531], [3.9471, -4.2186, 1.5393], [3.9844, -3.3175, 2.5978], [2.8793, -2.5260, 2.8364], [1.7459, -2.6000, 2.0248], [0.5843, -1.6506, 2.3132], [-0.5924, -1.8501, 1.6677], [1.1297, -0.2628, 2.0161], [0.5073, 0.5523, 1.2511], [0.9712, 1.7912, 1.0831], [0.3746, 2.7168, 0.2270], [-1.1046, 2.1490, -0.8046], [0.9170, 3.9903, 0.1431], [0.5887, 5.1622, -0.5779], [1.5868, 6.1666, -0.5807], [1.4066, 7.3374, -1.2787], [0.2109, 7.5484, -1.9599], [-0.8066, 6.5911, -1.9355], [-0.6272, 5.4078, -1.2609], [-0.1230, -3.2850, 0.7210], [2.7538, -5.0727, -0.0413], [4.7979, -4.8589, 1.3476], [4.8545, -3.2510, 3.2359], [2.8871, -1.8460, 3.6871], [0.4353, -1.5977, 3.4040], [1.9848, 0.0346, 2.4871], [1.8477, 2.1171, 1.6389], [1.8131, 4.0909, 0.7527], [2.5080, 6.0000, -0.0347], [2.1799, 8.0927, -1.2850], [0.0608, 8.4734, -2.5033], [-1.7422, 6.7860, -2.4415], [-1.4376, 4.6982, -1.2228], [-2.0232, -3.6329, -2.6156], [-1.4342, -2.7009, -2.0543], [-2.0326, -1.9586, -1.1084], [-3.2814, -2.3594, -0.8206], [-3.8172, -3.2981, -1.4198], [-3.9185, -1.6191, 0.3200], [-5.1577, -1.9900, 0.7953], [-5.6616, -1.3032, 1.8931], [-4.9050, -0.2917, 2.4563], [-3.6628, 0.0092, 1.9121], [-3.1741, -0.6373, 0.8579], [-0.0421, -2.2607, -2.4071], [0.6703, -2.9044, -3.3939], [1.9297, -2.4129, -3.7097], [2.4016, -1.2984, -3.0390], [1.6076, -0.7140, -2.0619], [0.4084, -1.1873, -1.7396], [-5.6991, -2.7978, 0.3215], [-6.6284, -1.5626, 2.3028], [-5.2620, 0.2608, 3.3151], [-3.0380, 0.7849, 2.3345], [0.2442, -3.7641, -3.8929], [2.5284, -2.8917, -4.4727], [3.3719, -0.8784, -3.2662], [1.9437, 0.1592, -1.5165]], "mulliken_spin": [1.36, 0.00, 0.01, 0.00, 0.00, 0.00, 0.00, 0.02, 0.00, 0.16, 0.43, 0.12, 0.07, 0.13, 0.03, 0.08, 0.04, 0.07, -0.03, 0.11, -0.02, 0.07, 0.00, 0.00, 0.00, 0.00, 0.00, 0.03, -0.02, -0.02, 0.00, 0.00, 0.00, 0.00, 0.00, 0.00, 0.46, -0.02, 0.15, -0.02, 0.47, 0.07, 0.00, 0.00, 0.00, 0.00, 0.08, 0.07, 0.00, 0.00, 0.00, 0.00, 0.10, 0.00, 0.00, 0.00, 0.00, 0.00, 0.00, 0.00, 0.00]}


# 2
{"formula": "C28H22ClN4OS4Zr", "method": "the ωB97M-V functional and the def2-TZVPD basis", "charge": 1, "spin_multiplicity": 1, "lumo_ha": -0.1341, "gap_ev": 7.30, "elements": ["Zr", "C", "C", "N", "N", "C", "S", "S", "C", "C", "C", "C", "C", "C", "C", "C", "C", "C", "C", "C", "C", "O", "H", "H", "H", "H", "H", "H", "H", "H", "H", "H", "H", "H", "H", "H", "S", "C", "N", "C", "C", "C", "C", "C", "C", "S", "H", "H", "H", "H", "Cl", "C", "C", "C", "C", "N", "C", "H", "H", "H", "H"], "xyz": [[0.0160, 1.1244, 0.0087], [-1.1211, -2.7265, 0.1369], [-0.0414, -1.7299, 0.4160], [0.3434, -0.9816, -0.5797], [1.5490, -0.2794, -0.4105], [1.8921, 0.4554, -1.4792], [0.7106, 1.0729, -2.5564], [3.5653, 0.8280, -1.6784], [4.2494, -0.1471, -0.2915], [3.8649, -1.6014, -0.3111], [3.4481, -2.2541, -1.4636], [3.0711, -3.5834, -1.4184], [3.1383, -4.2874, -0.2282], [3.5847, -3.6509, 0.9177], [3.9307, -2.3133, 0.8806], [0.5559, -1.6533, 1.7515], [0.9363, -2.7978, 2.4552], [1.5686, -2.7026, 3.6774], [1.8200, -1.4573, 4.2369], [1.3846, -0.3111, 3.6018], [0.7264, -0.3833, 2.3704], [0.1768, 0.7099, 1.8402], [-1.5619, -2.5574, -0.8447], [-1.8794, -2.7078, 0.9178], [-0.6729, -3.7195, 0.1258], [3.8981, 0.3278, 0.6299], [5.3303, -0.0192, -0.3682], [3.3955, -1.7209, -2.4021], [2.7263, -4.0685, -2.3191], [2.8532, -5.3280, -0.2010], [3.6582, -4.1954, 1.8459], [4.2530, -1.8186, 1.7844], [0.7649, -3.7675, 2.0179], [1.8658, -3.5983, 4.1972], [2.3326, -1.3783, 5.1831], [1.5148, 0.6687, 4.0422], [1.7448, 3.0325, 0.3102], [0.4208, 3.6150, -0.5869], [-0.7931, 3.0767, -0.4105], [-1.7372, 3.7209, -1.1864], [-3.1157, 3.5137, -1.1556], [-3.9250, 4.2943, -1.9589], [-3.3873, 5.2633, -2.8000], [-2.0248, 5.4974, -2.8320], [-1.2109, 4.7330, -2.0127], [0.5089, 4.8872, -1.7674], [-3.5452, 2.7916, -0.4741], [-4.9950, 4.1512, -1.9228], [-4.0427, 5.8566, -3.4157], [-1.6012, 6.2660, -3.4594], [-5.0357, -0.0162, 2.3341], [-4.1607, 0.1051, 0.8666], [-4.7871, -0.0407, -0.3715], [-4.0254, 0.0654, -1.5229], [-2.6659, 0.3259, -1.4147], [-2.0698, 0.4623, -0.2256], [-2.7888, 0.3498, 0.8942], [-5.8468, -0.2339, -0.4187], [-4.4792, -0.0343, -2.4968], [-2.0314, 0.4213, -2.2986], [-2.2539, 0.4486, 1.8405]], "lowdin_charge": [1.44, 0.01, -0.26, -0.06, -0.23, -1.20, 0.67, 0.96, -0.37, -0.30, -0.07, -0.07, -0.09, -0.09, -0.05, -0.11, -0.03, -0.07, -0.05, 0.01, -0.30, -0.28, 0.09, 0.10, 0.10, 0.08, 0.10, 0.10, 0.11, 0.10, 0.11, 0.12, 0.12, 0.11, 0.12, 0.13, 0.65, -1.15, -0.18, -0.30, -0.02, -0.07, -0.07, -0.07, -0.45, 1.10, 0.10, 0.11, 0.11, 0.12, 0.75, -0.64, -0.05, -0.02, -0.12, -0.09, -0.14, 0.12, 0.12, 0.10, 0.12]}


# 3
{"formula": "C28H22MoO5S5Sb", "method": "the ωB97M-V functional and the def2-TZVPD basis", "charge": -2, "spin_multiplicity": 4, "lumo_ha": [0.1608, 0.1189], "gap_ev": [5.96, 5.06], "elements": ["Mo", "S", "C", "C", "C", "C", "C", "C", "S", "H", "H", "H", "H", "O", "C", "C", "O", "O", "C", "C", "C", "C", "C", "C", "C", "C", "C", "C", "C", "C", "H", "H", "H", "H", "H", "H", "H", "H", "H", "H", "H", "S", "Sb", "S", "S", "C", "C", "O", "C", "C", "C", "C", "C", "C", "O", "H", "H", "H", "H", "H", "H", "H"], "xyz": [[-0.8659, 0.8702, 2.0684], [-2.2272, -2.3246, 0.0717], [-3.6743, -1.6642, -0.4361], [-4.4898, -2.3845, -1.3929], [-5.7125, -1.9596, -1.7925], [-6.2455, -0.7466, -1.2561], [-5.5244, -0.0188, -0.3699], [-4.2046, -0.4066, 0.0792], [-3.4774, 0.6502, 1.1694], [-4.0759, -3.3100, -1.7737], [-6.2867, -2.5377, -2.5075], [-7.2288, -0.4047, -1.5604], [-5.9210, 0.9070, 0.0283], [2.1504, 0.8076, -0.2097], [1.5749, 1.6857, -1.1423], [0.1953, 2.2409, -0.7028], [-0.4206, 2.9898, -1.4282], [-0.2329, 1.8158, 0.4522], [1.3217, 0.9233, -2.4574], [0.3711, -0.0964, -2.4334], [0.1355, -0.8753, -3.5525], [0.8560, -0.6475, -4.7232], [1.7962, 0.3695, -4.7579], [2.0252, 1.1548, -3.6291], [2.5923, 2.8182, -1.3205], [3.9435, 2.4673, -1.2989], [4.9333, 3.4284, -1.4204], [4.5907, 4.7699, -1.5614], [3.2521, 5.1245, -1.5926], [2.2569, 4.1559, -1.4807], [1.4673, 0.3032, 0.2754], [-0.1959, -0.2884, -1.5272], [-0.6154, -1.6548, -3.5048], [0.6791, -1.2577, -5.6015], [2.3591, 0.5596, -5.6646], [2.7491, 1.9579, -3.6742], [4.2078, 1.4270, -1.1664], [5.9752, 3.1313, -1.3960], [5.3616, 5.5284, -1.6296], [2.9680, 6.1654, -1.6954], [1.2155, 4.4420, -1.5223], [-0.7782, 1.1651, 6.5531], [-0.1972, 2.6870, 4.9160], [1.1101, 1.3663, 3.3351], [-2.0284, 2.5336, 3.2082], [-1.7899, -2.3862, 4.6748], [-0.9853, -1.7760, 3.5762], [-1.2737, -0.6010, 3.2801], [0.0825, -2.4547, 2.8888], [0.4996, -3.7255, 3.3416], [1.5195, -4.4107, 2.7445], [2.1706, -3.8092, 1.6404], [1.7945, -2.5861, 1.1735], [0.7224, -1.8524, 1.7711], [0.3995, -0.7217, 1.2573], [-2.6443, -1.7454, 4.8699], [-1.1831, -2.4282, 5.5822], [-2.1199, -3.3921, 4.4129], [0.0017, -4.1556, 4.2024], [1.8303, -5.3786, 3.1139], [2.9942, -4.3267, 1.1601], [2.2963, -2.1181, 0.3354]], "mulliken_spin": [1.92, 0.45, 0.07, 0.03, 0.01, 0.05, -0.01, 0.09, 0.28, -0.01, 0.00, 0.01, 0.00, 0.01, -0.02, 0.00, 0.02, 0.00, 0.02, -0.03, 0.00, 0.00, 0.00, 0.00, 0.01, 0.00, 0.00, 0.00, 0.00, 0.00, 0.01, 0.02, 0.00, 0.00, 0.00, 0.00, 0.00, 0.00, 0.00, 0.00, 0.00, 0.01, 0.09, 0.07, -0.10, 0.00, 0.03, -0.02, 0.05, 0.00, 0.01, 0.01, 0.00, -0.01, -0.06, 0.00, 0.00, 0.00, 0.00, 0.00, 0.00, 0.00]}


# 4
{"formula": "C28H23BN6O6S2V", "method": "the ωB97M-V functional and the def2-TZVPD basis", "charge": -1, "spin_multiplicity": 3, "lumo_ha": [0.0734, 0.0734], "gap_ev": [5.74, 5.73], "elements": ["V", "O", "C", "C", "C", "C", "C", "C", "C", "O", "N", "N", "C", "C", "C", "C", "C", "C", "C", "O", "H", "H", "H", "H", "H", "H", "H", "H", "H", "H", "N", "C", "C", "N", "C", "C", "N", "C", "C", "N", "H", "H", "H", "H", "H", "H", "C", "O", "C", "S", "S", "H", "H", "H", "O", "B", "O", "C", "C", "C", "C", "C", "C", "H", "H", "H", "H"], "xyz": [[0.0612, -1.3474, 0.5987], [-3.5642, 0.0270, 4.4046], [-2.3729, 0.3278, 4.9433], [-2.3644, 0.9914, 6.1715], [-1.1709, 1.3327, 6.7752], [0.0449, 1.0219, 6.1713], [0.0401, 0.3634, 4.9561], [-1.1522, 0.0062, 4.3282], [-1.0893, -0.6787, 3.0192], [0.0791, -0.9355, 2.5156], [-2.2055, -1.0213, 2.4350], [-1.9149, -1.5997, 1.2095], [-2.8836, -2.1717, 0.5982], [-2.7299, -2.8451, -0.6679], [-3.8803, -3.3587, -1.2870], [-3.8131, -3.9875, -2.5090], [-2.5727, -4.1038, -3.1404], [-1.4240, -3.6243, -2.5513], [-1.4772, -3.0014, -1.2959], [-0.3468, -2.5840, -0.7581], [-3.3890, -0.4263, 3.5377], [-3.3168, 1.2301, 6.6271], [-1.1869, 1.8492, 7.7277], [0.9800, 1.2926, 6.6440], [0.9641, 0.1132, 4.4515], [-3.8699, -2.1444, 1.0561], [-4.8336, -3.2388, -0.7834], [-4.7087, -4.3703, -2.9808], [-2.5072, -4.5674, -4.1176], [-0.4659, -3.6714, -3.0544], [3.8937, -0.1157, -0.7389], [3.6194, -1.1104, -1.6500], [2.5007, -1.7195, -1.1922], [2.0792, -1.1008, -0.0353], [2.9306, -0.1274, 0.2063], [2.8580, 0.8396, 1.2923], [1.7908, 1.4845, 1.6802], [2.1945, 2.2764, 2.7242], [3.5271, 2.1125, 2.9597], [3.9516, 1.1939, 2.0283], [4.5676, 0.6204, -0.8595], [4.1781, -1.2619, -2.5582], [1.9328, -2.5058, -1.6530], [1.4993, 2.9197, 3.2400], [4.1958, 2.5521, 3.6792], [4.8535, 0.7525, 1.9902], [1.8633, -1.3673, -8.0745], [1.2993, -1.2748, -6.7763], [2.0524, -1.6054, -5.6929], [3.6457, -2.1272, -5.9055], [1.2446, -1.4267, -4.2264], [1.0703, -1.0515, -8.7515], [2.1747, -2.3879, -8.2976], [2.7336, -0.7185, -8.1733], [-1.3849, 1.5275, 0.4027], [-0.3807, 0.6784, -0.1062], [0.3886, 1.4093, -1.0320], [-0.1048, 2.6798, -1.0358], [0.3224, 3.7720, -1.7564], [-0.3679, 4.9682, -1.5562], [-1.4388, 5.0457, -0.6734], [-1.8678, 3.9284, 0.0449], [-1.1774, 2.7551, -0.1600], [1.1478, 3.6935, -2.4516], [-0.0656, 5.8520, -2.1046], [-1.9537, 5.9897, -0.5431], [-2.7033, 3.9717, 0.7321]], "mulliken_spin": [2.09, 0.00, 0.00, 0.00, 0.00, 0.00, 0.00, -0.01, 0.00, 0.00, 0.00, -0.08, 0.05, 0.01, 0.01, -0.01, 0.01, -0.01, 0.01, 0.01, 0.00, 0.00, 0.00, 0.00, 0.00, 0.00, 0.00, 0.00, 0.00, 0.00, 0.01, -0.01, 0.03, -0.01, 0.02, -0.03, -0.01, 0.00, 0.00, 0.00, 0.00, 0.00, 0.00, 0.00, 0.00, 0.00, 0.00, 0.00, 0.00, 0.00, 0.00, 0.00, 0.00, 0.00, 0.01, -0.08, -0.01, 0.00, 0.00, 0.00, 0.00, 0.00, -0.01, 0.00, 0.00, 0.00, 0.00]}


What did we get for calculated total energy? Answer: -4347.5768 -3474.3851 -3755.9990 -3626.2608 Eh, in the order shown.
What did we get for energy above the lowest of the compared OMol25 structures with the same formula, charge and spin? Answer: 3.5 22.7 15.8 6.1 kcal per mole, in the order shown.